(1)
Computed, not measured: 8 unconnected molecules or ions with the total composition C24H40Cl8O12 in a non-equilibrium geometry, with wB97M-V/def2-TZVPD.

Output
- LUMO energy: 0.0 eV
- Net charge: 0
- Largest force on an atom: 8.1 eV/Å

Atoms and positions in Å:
C1 -12.97147 -19.85434 18.06673
C2 -13.29702 -20.07974 19.50882
C3 -14.66439 -20.44427 19.96713
O1 -14.53105 -21.58250 20.80051
C4 -13.23846 -21.92716 20.68871
O2 -12.77703 -22.86035 21.35275
O3 -12.53465 -21.17383 19.99645
H1 -13.17521 -20.75328 17.48493
H2 -11.95788 -19.53162 17.82885
H3 -13.52919 -18.98253 17.72468
H4 -13.09848 -19.12837 20.00236
H5 -15.20630 -20.55305 19.02766
H6 -15.17951 -19.68876 20.56039
C5 -7.95181 -24.82128 16.72993
C6 -7.64566 -24.55868 15.34915
C7 -6.63298 -23.47341 15.13031
O4 -5.82735 -23.97765 14.10450
C8 -5.87065 -25.27773 14.03689
O5 -5.12014 -25.96847 13.32638
O6 -6.92602 -25.69764 14.79434
H7 -8.83743 -25.45538 16.68882
H8 -8.27210 -23.89511 17.20713
H9 -7.22250 -25.36811 17.32758
H10 -8.50812 -24.32954 14.72324
H11 -5.98249 -23.28846 15.98516
H12 -7.19990 -22.58237 14.86064
C9 -14.83579 -16.94743 13.00006
C10 -14.03836 -17.63492 14.15025
C11 -12.70028 -16.92493 14.49380
O7 -13.09800 -16.13364 15.63705
C12 -14.24756 -16.61802 16.15414
O8 -14.66996 -16.42732 17.28593
O9 -14.70112 -17.60229 15.33338
H13 -15.63741 -17.64334 12.75263
H14 -14.23076 -16.95620 12.09344
H15 -15.26327 -15.96966 13.22218
H16 -13.95784 -18.63334 13.72040
H17 -12.38724 -16.43449 13.57208
H18 -11.91346 -17.57302 14.87982
C13 -12.32758 -19.46091 9.82474
C14 -11.20376 -20.37518 9.34835
C15 -9.83400 -19.78037 9.60608
O10 -9.17894 -20.89813 10.25729
C16 -10.01351 -21.77639 10.66185
O11 -9.71570 -22.72143 11.32117
O12 -11.14210 -21.60622 9.98893
H19 -12.19481 -18.39323 9.64998
H20 -12.30568 -19.42333 10.91387
H21 -13.32683 -19.65180 9.43341
H22 -11.25148 -20.59784 8.28240
H23 -9.92660 -18.80779 10.08943
H24 -9.47747 -19.51534 8.61072
Cl1 -14.40007 -21.45785 13.99512
C17 -12.91406 -22.21513 14.68126
C18 -11.63969 -22.04376 13.86270
Cl2 -11.44325 -20.30311 13.56820
H25 -13.19510 -23.26032 14.81042
H26 -12.79504 -21.79586 15.68034
H27 -11.57066 -22.54345 12.89644
H28 -10.68579 -22.35051 14.29175
Cl3 -14.80649 -25.22288 16.19853
C19 -16.21627 -25.78028 17.13468
C20 -17.61717 -25.40195 16.44666
Cl4 -18.91123 -26.44273 17.08195
H29 -16.25195 -25.54917 18.19928
H30 -16.08807 -26.84475 17.33111
H31 -17.49624 -25.65550 15.39348
H32 -17.88483 -24.36474 16.64828
Cl5 -11.37669 -24.66922 16.62141
C21 -11.98838 -24.21617 18.21095
C22 -10.71277 -24.40398 19.11392
Cl6 -10.29062 -26.18444 19.19393
H33 -12.84741 -24.83896 18.46052
H34 -12.21418 -23.15155 18.27183
H35 -10.88289 -23.88205 20.05560
H36 -9.88861 -23.96410 18.55234
Cl7 -12.57969 -24.80628 11.14273
C23 -11.83783 -26.24621 11.92151
C24 -10.36735 -25.96380 12.22775
Cl8 -9.64741 -27.11802 13.37622
H37 -11.80775 -27.14665 11.30799
H38 -12.37479 -26.58933 12.80584
H39 -10.32395 -25.00211 12.73899
H40 -9.77606 -25.96168 11.31207



(2)
Computed, not measured: a single C2H6N2S molecule in a non-equilibrium geometry, with wB97M-V/def2-TZVPD.

Output
- LUMO energy: 0.9 eV
- Net charge: 0
- Largest force on an atom: 6.1 eV/Å

Atoms and positions in Å:
C1 -1.95536 -0.29242 0.10215
S1 -0.78626 0.15977 -1.12495
C2 0.71647 0.13095 -0.21498
N1 0.85295 -0.41834 0.87947
N2 1.99990 0.19350 1.34071
H1 -2.96266 -0.33708 -0.16912
H2 -1.62033 -1.13697 0.67366
H3 -1.98442 0.55410 0.88938
H4 1.48355 1.02628 -0.67749
H5 2.83161 0.54226 0.65714
H6 2.29585 -0.66216 1.76133



(3)
Computed, not measured: a molecular structure, C40H63AsF4Ge2N3ORbSSi2 in a non-equilibrium geometry, with wB97M-V/def2-TZVPD.

Output
- LUMO energy: 3.7 eV
- Net charge: -2
- Largest force on an atom: 3.6 eV/Å

Atoms and positions in Å:
Rb1 13.04681 -1.80275 18.42645
C1 12.77459 0.12466 14.78321
C2 14.02615 -0.74948 14.82150
N1 13.66890 -2.12177 15.16265
C3 12.49947 -2.70235 14.47094
C4 12.58416 -2.75095 12.90358
C5 14.78363 -3.03929 15.07927
C6 16.03448 -2.50360 15.78250
N2 15.75641 -2.04900 17.16861
C7 16.80578 -1.60477 17.85487
C8 16.65014 -1.19634 19.21700
F1 15.43903 -1.40722 19.79566
C9 17.60621 -0.54388 20.01572
F2 17.27974 -0.12764 21.23488
C10 18.89656 -0.36481 19.49970
C11 19.09845 -0.87957 18.22640
F3 20.34281 -0.93409 17.74909
C12 18.15509 -1.42701 17.43477
F4 18.49615 -1.76821 16.17338
H1 13.17134 1.07790 14.45752
H2 12.34331 0.30518 15.74516
H3 12.05758 -0.27695 14.12109
H4 14.74313 -0.42053 15.56899
H5 14.52136 -0.72437 13.83332
H6 11.61209 -2.17078 14.78661
H7 12.35699 -3.67894 14.87326
H8 12.45091 -1.74396 12.41906
H9 11.81062 -3.43758 12.52872
H10 13.58873 -3.13344 12.53191
H11 15.15549 -3.31500 14.09135
H12 14.50350 -3.99110 15.53464
H13 16.44167 -1.70302 15.17125
H14 16.81216 -3.31858 15.83236
H15 19.69838 -0.03247 20.11921
S1 10.47793 -0.06470 19.67531
C13 11.53901 0.20098 21.02139
C14 10.95046 0.79151 22.12636
C15 11.67360 1.15484 23.18022
C16 13.04858 0.80975 23.20323
C17 13.55489 0.19964 22.07498
N3 12.88526 -0.12224 21.00252
H16 9.90327 0.92949 22.19779
H17 11.18216 1.62136 24.03067
H18 13.75000 1.09980 24.01982
H19 14.59701 -0.15179 22.08550
C18 17.84691 -3.62011 23.07062
C19 16.93225 -3.46776 21.89483
Ge1 15.29070 -4.42588 22.12732
C20 14.05615 -3.62535 23.48942
C21 13.31877 -4.63737 24.34978
C22 15.77257 -6.36052 22.45516
C23 15.15171 -7.13174 21.53928
Ge2 14.00979 -5.78796 20.54865
C24 14.58608 -5.63235 18.70907
C25 13.56774 -6.18162 17.69594
C26 12.08301 -6.04683 20.81583
C27 11.58399 -7.51232 20.89542
C28 15.33700 -8.58880 21.39432
C29 15.56761 -9.17917 20.13488
C30 15.72486 -10.55326 19.98361
C31 15.65093 -11.38153 21.06380
C32 15.53807 -10.84415 22.34115
C33 15.36786 -9.48968 22.49916
H20 18.68770 -2.97270 23.03986
H21 18.24152 -4.61861 23.09489
H22 17.37952 -3.28844 23.97809
H23 17.42562 -3.78239 20.95492
H24 16.58665 -2.50803 21.69193
H25 13.42339 -2.90369 22.88464
H26 14.68776 -3.00926 24.15370
H27 12.80271 -5.40626 23.68802
H28 12.56175 -4.11595 24.91948
H29 14.01765 -5.13191 25.00851
H30 16.58548 -6.80363 23.08821
H31 15.50192 -6.17609 18.62559
H32 14.80116 -4.57836 18.48171
H33 13.37817 -7.26509 17.86684
H34 13.85785 -6.18587 16.63236
H35 12.61968 -5.69751 17.76157
H36 11.63538 -5.55322 19.93465
H37 11.80884 -5.41793 21.68173
H38 12.05584 -8.17343 20.11048
H39 10.53600 -7.61108 20.88618
H40 11.86175 -8.00114 21.82807
H41 15.65105 -8.56237 19.28220
H42 15.88731 -10.95183 19.05664
H43 15.78945 -12.45360 20.86853
H44 15.56759 -11.53497 23.18408
H45 15.30943 -9.07970 23.50776
O1 11.67004 -0.74876 26.60843
C34 12.58041 -0.10138 26.68741
C35 7.36385 -2.47180 17.88683
Si1 8.12440 -3.29139 16.41528
C36 6.55217 -3.87550 15.41705
C37 8.76739 -1.86863 15.34456
As1 9.74840 -4.81083 16.99690
Si2 9.57928 -6.26099 15.19807
C38 9.26826 -5.58485 13.43637
C39 8.20183 -7.64319 15.44272
C40 11.22017 -7.26411 15.10399
H46 6.86338 -1.59103 17.49714
H47 8.07892 -2.18587 18.66978
H48 6.63524 -3.22846 18.29096
H49 5.97655 -2.95460 15.23890
H50 5.94119 -4.66221 15.93525
H51 6.88572 -4.31806 14.48705
H52 8.00691 -1.07009 15.33259
H53 9.03193 -2.08610 14.27855
H54 9.63520 -1.42959 15.84484
H55 8.76383 -4.60377 13.44584
H56 8.57779 -6.25471 12.89492
H57 10.20597 -5.50641 12.92792
H58 7.27086 -7.20648 15.46211
H59 8.44083 -8.25624 16.33564
H60 8.25633 -8.39283 14.63622
H61 12.04280 -6.71386 14.64571
H62 11.05457 -8.18844 14.49092
H63 11.51369 -7.57515 16.10477



(4)
Computed, not measured: 3 unconnected molecules or ions with the total composition C19H39F3N3O7, with wB97M-V/def2-TZVPD.

Output
- LUMO energy: -2.9 eV
- Net charge: +1
- Largest force on an atom: 0.5 eV/Å

Atoms and positions in Å:
C1 2.01881 -1.92625 3.35268
C2 1.78029 -0.99065 2.22942
N1 2.56434 -0.85293 1.17012
N2 2.13416 0.09795 0.31555
C3 1.05818 0.54384 0.87198
N3 0.79775 -0.10864 2.05813
C4 -0.37757 0.17790 2.88512
C5 -1.69262 -0.23931 2.18095
O1 -2.46754 -1.17109 2.88839
C6 -1.92985 -2.45959 2.94811
C7 -2.16336 -3.27286 1.66324
F1 -2.97516 -2.66315 0.79953
F2 -0.97546 -3.48172 1.02665
F3 -2.66145 -4.48015 1.94552
H1 2.21460 -2.92713 2.97876
H2 2.86676 -1.56986 3.93547
H3 1.16355 -1.95280 4.02089
H4 3.39551 -1.39471 0.98926
H5 0.41607 1.32154 0.48959
H6 -0.28791 -0.32433 3.84296
H7 -0.38735 1.25157 3.04871
H8 -1.46385 -0.57990 1.16644
H9 -2.29991 0.65702 2.09335
H10 -0.85177 -2.47036 3.12253
H11 -2.40019 -2.98328 3.77555
C8 3.58564 -3.38401 -6.23736
O2 2.59021 -3.65794 -5.27547
C9 2.37559 -5.04981 -5.12390
C10 1.46730 -5.31318 -3.94630
O3 2.14382 -5.29273 -2.69304
C11 2.43701 -4.01443 -2.16998
C12 1.24922 -3.34685 -1.50963
O4 0.43764 -2.70564 -2.46717
C13 -0.76234 -2.22347 -1.91435
H12 3.31608 -3.79951 -7.21447
H13 3.67009 -2.30322 -6.32609
H14 4.55468 -3.79300 -5.92938
H15 3.33253 -5.56316 -4.96734
H16 1.90844 -5.44638 -6.03560
H17 1.07432 -6.32609 -4.04154
H18 0.62409 -4.61970 -3.94902
H19 2.87209 -3.36024 -2.92952
H20 3.19258 -4.19030 -1.39833
H21 1.61272 -2.58794 -0.79422
H22 0.66954 -4.09927 -0.96137
H23 -1.37750 -3.03765 -1.52292
H24 -1.30854 -1.71715 -2.70692
H25 -0.55934 -1.50086 -1.10815
C14 -4.64730 6.26059 0.67352
O5 -3.39053 5.81890 1.14450
C15 -3.48891 4.59993 1.84782
C16 -2.10797 4.06173 2.14401
O6 -1.51822 3.36638 1.04535
C17 -0.99673 4.19403 0.00588
C18 0.33898 4.82047 0.33775
O7 0.15686 5.97082 1.13197
C19 1.38119 6.48860 1.60592
H26 -5.35204 6.39871 1.50054
H27 -4.49411 7.21563 0.17756
H28 -5.06993 5.54951 -0.04501
H29 -4.04853 3.86378 1.25540
H30 -4.02090 4.76585 2.79522
H31 -2.20350 3.31868 2.94091
H32 -1.45097 4.85763 2.49873
H33 -1.72038 4.95859 -0.27825
H34 -0.85500 3.52852 -0.84897
H35 0.84730 5.09762 -0.59630
H36 0.96556 4.09075 0.87390
H37 1.88699 5.76753 2.25950
H38 1.15908 7.38660 2.17667
H39 2.04714 6.75060 0.77656